DFT (ωB97M-V/def2-TZVPD) results for a molecular structure, C24H13Co2N2O7 at a distorted geometry.

Last column: Löwdin charge in e.
CARTESIAN COORDINATES (ANGSTROEM)
O 4.922 -0.053 2.191  0.1030
C 3.783 -0.003 1.963  -0.1153
Co 2.043 0.138 1.611  0.0509
C 1.784 -1.132 0.412  -0.1299
O 1.666 -2.013 -0.332  0.1176
C 1.523 -0.773 3.116  -0.1045
O 1.339 -1.384 4.083  0.1102
C 1.135 1.692 1.528  -0.2700
C 2.098 1.603 0.539  -0.2704
C 2.677 2.176 -0.546  -0.0846
C 2.678 1.456 -1.822  -0.2400
C 3.870 1.278 -2.579  -0.0506
C 3.834 0.647 -3.824  -0.1128
C 2.600 0.220 -4.351  -0.1195
C 1.420 0.357 -3.607  -0.0899
C 1.473 0.928 -2.336  -0.0419
Co -0.697 1.044 1.102  0.0362
C -1.326 0.520 2.637  -0.2033
O -1.713 0.129 3.659  0.0660
C -1.102 -0.291 0.053  -0.2168
O -1.386 -1.184 -0.632  0.0678
C -1.605 2.420 0.516  -0.2046
O -2.136 3.356 0.076  0.0303
H 1.085 2.530 2.246  0.0707
H 3.220 3.131 -0.489  0.1066
H 4.816 1.609 -2.132  0.1061
H 4.763 0.503 -4.389  0.0913
H 2.559 -0.207 -5.354  0.0856
H 0.452 0.048 -4.016  0.1003
H 0.567 1.045 -1.732  0.0915
O 2.948 6.365 -0.024  0.0546
C 2.031 6.698 -0.773  -0.3153
C 2.081 7.541 -2.007  -0.1061
C 0.781 7.782 -2.463  -0.1673
C 0.566 8.525 -3.621  -0.0308
C 1.682 9.020 -4.314  -0.0771
C 2.994 8.796 -3.834  -0.0788
C 3.191 8.064 -2.662  -0.0089
C -0.243 7.149 -1.547  -0.0819
C 0.600 6.363 -0.588  -0.1664
N 0.170 5.963 0.619  0.0195
N -0.269 5.557 1.606  0.2854
H -0.457 8.710 -3.970  0.1150
H 1.537 9.589 -5.231  0.0967
H 3.850 9.197 -4.380  0.0993
H 4.185 7.885 -2.242  0.1234
H -0.842 7.924 -1.029  0.1316
H -0.948 6.512 -2.102  0.1271

Calculated values
* net charge: -1
* Kohn-Sham gap: 0.201 Ha
* HOMO energy: -3.63 eV
* energy: -4323.9792 a.u.
* lowest unoccupied orbital energy: 1.84 eV
* maximum force: 5.2 eV/A
* spin multiplicity: 1